Entry 1:
{"formula": "C5H4N2", "method": "ωB97M-V/def2-TZVPD", "lumo_ev": 0.86, "smiles": "C#Cc1cn[nH]c1", "total_energy_ha": -302.3393, "homo_lumo_gap_ev": 9.804, "e_above_lowest_kj_mol": 233.7, "elements": ["C", "C", "C", "C", "N", "N", "C", "H", "H", "H", "H"], "coordinates": [[-0.587262, -1.481930, 2.323110], [-0.176405, -0.701712, 1.498557], [0.163828, -0.040316, 0.306124], [0.482163, -0.714993, -0.900302], [0.533237, 0.122498, -1.917215], [0.248004, 1.319446, -1.378250], [0.004840, 1.276006, -0.054087], [-1.258619, -2.297734, 2.351732], [0.634492, -1.779727, -1.034746], [0.234920, 2.128714, -1.974334], [-0.275361, 2.134709, 0.537450]], "forces_ev_per_a": [[0.06, 0.19, -1.00], [-0.18, -0.35, 0.31], [0.06, 0.16, -0.16], [0.09, 0.02, -0.12], [0.01, -0.03, 0.17], [0.00, 0.27, -0.07], [0.11, 0.02, -0.09], [-0.26, -0.47, 1.11], [0.04, 0.25, -0.01], [0.01, -0.04, 0.02], [0.07, -0.04, -0.17]]}

=====

Entry 2:
{"formula": "CH6O3Si", "method": "ωB97M-V/def2-TZVPD", "lumo_ev": -0.11, "total_energy_ha": -556.7508, "homo_lumo_gap_ev": 8.753, "e_above_lowest_kj_mol": 844.7, "elements": ["C", "O", "O", "O", "Si", "H", "H", "H", "H", "H", "H"], "coordinates": [[-2.005020, 0.367152, 0.391665], [2.489218, -0.174531, 0.357735], [0.295206, -1.360899, 0.204888], [2.235761, 0.989824, -0.446352], [-0.577378, -0.381054, -0.526005], [-2.896160, 0.423397, -0.157710], [-2.232972, -0.101385, 1.284688], [-1.668004, 1.445676, 0.668735], [2.945294, -0.639073, -0.357687], [1.698958, -0.735672, 0.540993], [-0.284906, 0.166567, -1.960948]], "forces_ev_per_a": [[2.02, 2.51, -0.75], [2.51, -0.72, 0.27], [1.15, -1.46, 0.74], [-1.61, 1.18, -0.43], [-0.48, 2.37, -1.45], [-1.22, 0.33, -1.04], [-0.11, -1.20, 1.85], [-0.57, -1.61, -0.60], [0.33, -0.51, 0.45], [-1.50, -0.20, -0.29], [-0.51, -0.70, 1.24]]}

=====

Entry 3:
{"formula": "C10H5F5IrN2O2S", "method": "ωB97M-V/def2-TZVPD", "lumo_ev": [-3.27, -6.69], "multiplicity": 5, "total_energy_ha": -1645.5285, "total_charge": 1, "homo_lumo_gap_ev": [9.383, 6.398], "e_above_lowest_kj_mol": 23.7, "elements": ["Ir", "F", "C", "C", "F", "C", "F", "C", "S", "C", "F", "C", "F", "O", "C", "O", "H", "N", "C", "C", "C", "N", "H", "H", "H", "H"], "coordinates": [[-0.569119, -0.077635, -1.063254], [5.854381, -0.334935, 1.875746], [4.547281, -0.362935, 1.719346], [3.994181, -0.416235, 0.430146], [4.785181, -0.441235, -0.628154], [2.616381, -0.449735, 0.287946], [2.054881, -0.484035, -0.937354], [1.755381, -0.469335, 1.397346], [0.040881, -0.624035, 1.226846], [2.329881, -0.417135, 2.681446], [1.541081, -0.435935, 3.743646], [3.709581, -0.346235, 2.841246], [4.228681, -0.274535, 4.053446], [0.240781, 1.232265, -2.669454], [-0.013819, 2.285665, -2.049554], [-0.540919, 2.238665, -0.920154], [0.227081, 3.256565, -2.504854], [-3.506519, -1.409535, -1.474454], [-4.792719, -1.080935, -1.297154], [-4.823319, 0.200965, -0.778754], [-3.490219, 0.577165, -0.667254], [-2.697519, -0.408435, -1.095454], [-3.146919, -2.287135, -1.824354], [-5.593819, -1.751335, -1.533954], [-5.679619, 0.785365, -0.515454], [-3.071119, 1.494665, -0.297554]], "forces_ev_per_a": [[0.02, 0.25, 0.17], [-0.35, 0.03, -0.08], [-0.33, -0.02, 0.04], [-0.37, -0.02, -0.03], [-0.02, 0.04, 0.07], [0.11, 0.06, -0.03], [0.66, 0.00, 0.29], [-0.35, -0.06, -0.09], [0.27, 0.31, -0.73], [0.31, -0.01, -0.10], [0.23, 0.02, -0.12], [-0.31, -0.03, -0.09], [0.05, -0.04, -0.08], [0.17, -1.79, -0.24], [-0.15, 1.10, 0.34], [-0.36, -0.08, 0.58], [-0.02, -0.16, 0.03], [-0.15, -0.38, -0.19], [0.08, 0.43, 0.18], [0.16, -0.15, -0.07], [-0.43, -0.13, 0.00], [0.86, 0.47, 0.19], [0.08, 0.23, 0.05], [-0.08, -0.22, -0.09], [-0.21, 0.05, 0.03], [0.14, 0.11, -0.01]]}

=====

Entry 4:
{"formula": "C9H17FN4P", "method": "ωB97M-V/def2-TZVPD", "lumo_ev": 3.26, "total_energy_ha": -1013.3772, "total_charge": -1, "homo_lumo_gap_ev": 8.772, "elements": ["C", "C", "C", "C", "C", "C", "C", "N", "C", "N", "C", "N", "P", "N", "H", "H", "H", "H", "H", "H", "H", "H", "H", "H", "H", "H", "H", "H", "H", "H", "H", "F"], "coordinates": [[-2.170825, 1.480978, 1.042201], [-2.128844, 1.311244, -0.492521], [-2.262384, 2.673771, -1.190306], [-0.820088, 0.658416, -0.938748], [-0.729234, -0.825686, -0.569865], [0.714012, -1.359814, -0.601980], [0.781379, -2.725337, -1.139609], [0.902256, -3.754077, -1.620781], [1.519910, -1.201968, 0.772259], [1.007034, -0.254071, 1.718787], [1.636759, -2.494194, 1.453526], [1.913958, -3.483446, 1.957172], [3.191474, -0.631064, 0.293251], [3.236402, 0.896351, -0.089613], [-2.918786, 0.833732, 1.505608], [-2.431283, 2.508855, 1.316390], [-1.211338, 1.248563, 1.505737], [-2.967162, 0.673757, -0.797546], [-2.504401, 2.541094, -2.249580], [-3.014000, 3.308829, -0.716539], [-1.291720, 3.183033, -1.155919], [0.044135, 1.204700, -0.540258], [-0.755332, 0.740063, -2.034665], [-1.160424, -1.062791, 0.412371], [-1.307221, -1.397226, -1.304716], [1.249332, -0.752074, -1.350221], [1.035852, 0.696270, 1.372275], [0.085696, -0.617612, 2.019419], [3.534681, -1.492216, -0.763068], [3.993335, -0.972759, 1.389547], [3.535622, 1.032726, -1.048419], [-0.708796, -1.968048, 1.845809]], "forces_ev_per_a": [[-0.20, 0.01, 0.06], [0.22, 0.42, 0.26], [0.22, -0.26, -0.14], [-0.06, -0.45, -0.40], [-0.31, 0.07, -0.17], [-0.03, 0.25, -0.09], [0.11, 0.95, 0.51], [0.01, -0.81, -0.41], [-0.73, -0.27, -0.28], [0.80, 0.81, 0.02], [0.08, 0.31, -0.16], [0.36, -0.57, 0.21], [-0.04, 0.79, -0.15], [0.10, -0.24, -0.07], [0.15, -0.04, -0.02], [0.04, -0.06, -0.04], [-0.08, -0.02, -0.04], [0.10, 0.02, -0.02], [-0.06, 0.08, 0.07], [-0.01, -0.03, -0.11], [-0.16, 0.11, 0.11], [-0.18, 0.09, 0.05], [0.12, 0.10, 0.07], [0.21, 0.02, -0.12], [0.01, 0.04, 0.03], [-0.02, -0.03, 0.07], [0.03, -0.09, -0.11], [-0.12, -0.33, -0.01], [0.18, -0.33, 0.19], [0.01, -0.24, 0.05], [-0.08, 0.13, 0.07], [-0.66, -0.39, 0.57]]}